This record from the OMol25 dataset describes a 15-piece molecular cluster, C38H110N24O15 overall in a non-equilibrium geometry. The level of theory is ωB97M-V/def2-TZVPD.

```
187
C38H110N24O15, DFT ωB97M-V/def2-TZVPD
C 0.43955 2.07931 -0.59609
C 0.24534 0.82311 0.19709
C 1.57923 0.39713 0.99469
C 1.90158 1.21383 2.13406
C 0.85150 1.14900 3.13700
C -0.53955 1.47453 2.64358
N -0.78126 0.94958 1.27001
O -2.07906 1.19023 0.81981
C -1.52065 0.86043 3.63896
C -0.64655 3.03303 2.73510
C 0.02761 -0.31573 -0.84015
H 1.43748 2.14901 -1.02896
H 0.51392 2.98974 -0.00137
H -0.38497 2.29375 -1.27601
H 1.75042 -0.67681 1.06839
H 2.40399 0.74580 0.37315
H 2.23904 2.21478 1.86511
H 2.78071 0.77930 2.60986
H 1.08751 1.78079 3.99330
H 0.70291 0.16810 3.58847
H -1.42629 -0.22496 3.67228
H -1.37079 1.23338 4.65215
H -2.51819 0.96625 3.21257
H 0.02851 3.56780 2.06693
H -1.61879 3.24559 2.29049
H -0.55594 3.40446 3.75585
H 0.09106 -1.36690 -0.55888
H 0.62915 -0.23646 -1.74567
H -0.93703 -0.23509 -1.34123
H -2.00913 2.11665 0.57810
C 0.77543 10.74512 5.53321
O 0.43407 9.98632 6.38701
N 0.63699 10.47505 4.23020
N 1.21325 11.99004 5.62041
H 0.14215 9.60761 4.07925
H 0.66925 11.20125 3.52899
H 1.51596 12.38994 4.74373
H 1.51262 12.34239 6.51837
C -8.32846 -3.24981 3.94482
O -7.99302 -2.42854 4.78925
N -7.99384 -3.11765 2.72805
N -8.85446 -4.40400 4.07948
H -8.29470 -3.81987 2.06738
H -7.57701 -2.22476 2.50651
H -9.26853 -4.87959 3.29051
H -9.11726 -4.64453 5.02457
C -7.15899 -0.33495 -4.32749
O -7.47619 -0.86738 -5.37396
N -7.70104 0.64590 -3.70519
N -6.16525 -0.81024 -3.64880
H -8.43270 1.23093 -4.08267
H -7.58613 0.81306 -2.71577
H -5.78359 -1.62014 -4.11623
H -5.65374 -0.38654 -2.88793
C -6.86780 0.50080 10.10849
O -6.73173 1.01841 11.16005
N -7.95775 0.59310 9.30392
N -6.03670 -0.43434 9.57124
H -8.67523 1.26090 9.54754
H -8.05564 -0.01254 8.50160
H -5.14339 -0.73489 9.93426
H -6.08647 -0.52151 8.56624
C 3.73661 -5.24586 4.90604
O 4.91526 -5.13383 5.18858
N 3.24621 -5.68646 3.80168
N 2.86634 -5.08402 5.86063
H 2.30955 -6.05908 3.86415
H 3.98541 -5.72593 3.11457
H 3.25675 -4.85025 6.76231
H 1.89275 -5.25647 5.65453
C 2.91580 4.55293 9.64190
O 3.28070 3.57867 10.28375
N 3.73358 5.47163 9.26369
N 1.68834 4.85172 9.36440
H 4.68152 5.38048 9.60016
H 3.38212 6.19519 8.65292
H 1.34982 5.54926 8.71715
H 0.98086 4.22509 9.72067
C -7.34496 4.69520 2.86422
O -7.24722 4.57115 1.64742
N -6.82800 5.64486 3.54516
N -8.02113 3.85757 3.63581
H -6.35929 6.35399 2.99970
H -6.92291 5.68374 4.54994
H -7.91875 3.90649 4.63942
H -8.41453 3.02994 3.21113
C 5.81747 5.65623 -4.45938
O 5.69804 6.05161 -5.64324
N 6.22118 4.48041 -4.11035
N 5.43759 6.39325 -3.46279
H 6.40507 3.85925 -4.88524
H 6.12427 4.19318 -3.14691
H 5.19968 7.35597 -3.65429
H 5.56101 6.31569 -2.46337
C -2.51126 8.04312 -1.03936
O -3.03081 8.38978 -0.04043
N -3.01211 7.13828 -1.83276
N -1.39898 8.42877 -1.56506
H -2.73674 6.95953 -2.78791
H -3.97262 6.97235 -1.56818
H -0.80770 9.14731 -1.17239
H -0.96684 7.80207 -2.22883
C 9.42764 2.53486 3.29923
C 8.63721 3.51280 2.38695
C 7.81742 4.62620 3.00346
O 6.86080 5.09040 2.00336
C 6.13495 6.25601 2.45417
N 9.66693 3.98863 1.49308
H 9.95145 3.06592 4.09401
H 9.99110 1.75994 2.77949
H 8.78240 1.96305 3.96617
H 7.99829 2.90543 1.74587
H 8.41008 5.49932 3.27640
H 7.19080 4.28877 3.82905
H 5.92631 6.17317 3.52081
H 5.31181 6.38163 1.75079
H 6.82202 7.09849 2.37497
H 10.37264 4.07795 2.21008
H 9.43156 4.96603 1.39621
C 4.92029 -8.25900 -2.76242
C 5.39981 -6.77718 -2.74239
C 4.21884 -5.76013 -3.03121
O 3.51435 -5.93595 -4.28722
C 4.03297 -5.19782 -5.35495
N 5.80504 -6.60933 -1.35783
H 4.09103 -8.42339 -2.07437
H 5.82619 -8.82174 -2.53716
H 4.57513 -8.62810 -3.72819
H 6.23466 -6.77834 -3.44318
H 4.64245 -4.75796 -2.96559
H 3.49723 -5.89510 -2.22551
H 3.94684 -4.11141 -5.33519
H 3.78513 -5.51231 -6.36875
H 5.12006 -5.26989 -5.38864
H 6.40622 -7.39356 -1.14892
H 6.54324 -5.92285 -1.29532
C 1.92239 3.86576 -13.26066
C 2.09669 4.25914 -11.73662
C 1.81796 3.05703 -10.85037
O 0.44777 2.88812 -10.73924
C 0.06520 1.71641 -9.95217
N 3.44952 4.79195 -11.61987
H 2.56470 3.05905 -13.61388
H 2.08041 4.75190 -13.87538
H 0.88636 3.55041 -13.38439
H 1.35477 5.03594 -11.55163
H 2.16695 3.31094 -9.84945
H 2.36543 2.19913 -11.24074
H 0.55211 0.82628 -10.35053
H -1.00541 1.51219 -9.93874
H 0.43051 1.81374 -8.92983
H 4.05714 3.99552 -11.74867
H 3.73097 4.91670 -10.65793
C -3.99512 -7.06666 -8.16394
C -2.56938 -7.64949 -8.07052
C -1.73481 -7.25412 -9.26376
O -0.36779 -7.63268 -9.35508
C -0.14941 -9.04036 -9.15563
N -1.97427 -7.13029 -6.85932
H -4.60799 -7.36499 -7.31334
H -4.58130 -7.45872 -8.99506
H -4.13064 -5.98731 -8.09518
H -2.66011 -8.70916 -7.83187
H -1.68642 -6.16545 -9.28728
H -2.20600 -7.51871 -10.21037
H -0.60686 -9.35118 -8.21637
H 0.89991 -9.32902 -9.09486
H -0.54698 -9.67625 -9.94664
H -1.00007 -7.34000 -7.02377
H -2.05827 -6.13094 -6.73950
C -4.34040 -9.41121 6.06668
C -3.61901 -8.10435 6.33097
C -3.72171 -7.08187 5.18586
O -2.61451 -7.17373 4.30929
C -2.89484 -6.29989 3.22862
N -4.29338 -7.53688 7.50459
H -4.38967 -10.11335 6.89894
H -3.77669 -9.93203 5.29266
H -5.39116 -9.20983 5.85824
H -2.58800 -8.40357 6.51969
H -3.74975 -6.06134 5.56772
H -4.70048 -7.24810 4.73590
H -3.84612 -6.49640 2.73409
H -2.21017 -6.54691 2.41728
H -2.82911 -5.22179 3.37516
H -5.12671 -7.00967 7.28618
H -3.68265 -6.80049 7.82838
```

Summary:
Kohn-Sham gap	8.156	eV
charge	0
maximum force	6.74	eV/A
electronic energy	-107660.1570	eV
HOMO level	-8.39	eV